Computed, not measured: C36H62Be2Br4F12N4O11S2 as an isolated structure at a distorted geometry, with ωB97M-V/def2-TZVPD.

Each line ends with the Mulliken charge.
Positions of all 133 atoms, in Å:
1 H 5.628208 -4.891168 -4.264247  0.50
2 H 2.915040 -6.576888 0.249604  0.45
3 H -0.525943 7.292255 4.390290  0.32
4 F -2.437212 3.163088 12.815957  -0.33
5 C 3.339041 -6.480706 -6.612673  -0.43
6 H 0.367382 -1.294341 2.069905  0.07
7 H -1.189254 5.453099 12.932736  0.25
8 H 1.618690 6.330520 5.264679  0.15
9 H 0.474178 -3.394573 1.004285  0.26
10 H 3.477450 -5.353986 -0.979690  0.15
11 F -5.395359 7.136743 10.148919  -0.30
12 H -2.616775 0.806449 0.208126  -0.10
13 C 4.442713 -5.409467 -6.145766  -0.43
14 O -9.087325 -1.341102 -2.246247  -0.61
15 H 0.406198 -0.279180 0.515119  0.25
16 N 2.676241 -1.802284 -3.304615  0.22
17 H -3.737427 0.390996 -2.476678  0.25
18 H 0.033757 8.041864 5.886453  0.37
19 O -0.860539 3.215839 -7.130768  -0.59
20 C -3.033463 -1.616646 -3.268712  -0.47
21 H 1.517562 -5.263617 -5.975447  -0.07
22 H -4.449707 -0.741348 -0.063643  0.40
23 C 3.541131 -4.242068 -3.943024  -0.14
24 C 0.015692 -4.085011 -1.958938  -0.34
25 C -1.629901 -1.080764 1.100181  -0.84
26 N 1.560286 -2.249425 -2.732802  -0.18
27 C 0.658884 5.968429 5.670533  0.58
28 H 2.384143 0.762306 3.721760  0.33
29 H -1.875164 -0.477957 2.045860  0.27
30 C -3.670500 6.244495 8.818555  0.21
31 H -1.547724 4.807471 -2.079848  0.39
32 C 1.837652 -6.335365 -3.215816  -0.67
33 H -1.475279 -0.074867 -0.929782  -0.52
34 O 4.641129 -0.789910 -5.654073  -0.65
35 Br -1.517428 2.359727 -2.397330  0.12
36 C 2.819863 -0.307428 -3.245107  -0.64
37 H 3.882984 0.057045 -3.118256  0.35
38 O 5.922061 -2.798008 -5.521453  -0.55
39 F 1.989898 2.632466 -3.838708  -0.54
40 C -0.461249 0.402488 -6.110743  -1.04
41 H 1.504701 -2.352308 -0.169688  0.01
42 C -3.864524 4.839961 12.028740  -0.70
43 F 6.519898 0.152328 -3.527985  -0.17
44 H -1.316881 6.906642 5.926374  0.17
45 H -0.760935 -4.172965 -2.810599  0.37
46 C -1.198106 4.039849 -0.101876  -0.63
47 C -3.549023 -1.041088 -0.708975  -0.88
48 C 1.682194 0.085715 4.241087  -0.67
49 C 2.214332 -4.795585 -3.278740  0.15
50 F 7.447576 -1.949299 -3.397676  -0.20
51 O 0.354422 0.245102 3.971627  -0.23
52 H 2.762121 -7.829713 -1.782609  0.54
53 H -3.794039 5.672409 12.733583  0.34
54 F -3.327831 7.437484 8.275286  -0.27
55 H -5.001839 -1.023165 -2.397492  -0.09
56 H 1.261411 -6.415972 -7.465047  0.30
57 H 0.084513 -1.191593 -4.601639  0.08
58 S 1.915705 0.546908 -4.656468  0.38
59 C -1.261961 4.986590 11.946254  0.11
60 O 2.423587 -4.698661 2.099314  -0.67
61 C 0.170788 -0.056545 -4.680216  0.84
62 Br 0.052176 -6.730949 -4.067012  0.03
63 H 2.121259 -0.897280 4.004748  0.30
64 C -0.350017 7.110881 5.455048  -1.15
65 H -0.757761 -2.024520 -1.603242  -0.88
66 H -1.553431 -3.319251 -0.542096  0.67
67 H 1.611276 4.980801 7.378436  0.32
68 H 2.257670 0.047556 -2.302228  0.40
69 C -2.514200 4.114959 11.838917  0.87
70 F -2.553406 5.487828 8.832437  -0.22
71 H -0.161713 3.707828 -0.155679  0.35
72 H -3.397802 -2.177693 -0.592806  0.20
73 O -7.133178 -2.052231 -1.717990  -0.54
74 C -2.277393 -0.243203 -0.135138  1.10
75 C 2.554437 -5.941528 -0.640648  -0.74
76 H -1.460820 -0.107950 -6.311018  0.34
77 C 1.972098 -5.686517 -6.936478  -0.70
78 H -2.876067 -2.683217 -2.900331  0.10
79 C 4.572781 -5.273339 -4.533810  -0.89
80 H 3.197615 -7.357047 -5.899910  0.29
81 C 1.995990 -6.972490 -1.725760  -0.21
82 H 3.699908 -6.899079 -7.622473  0.33
83 Br -2.092291 2.900224 1.203787  -0.16
84 O -7.356136 -0.170966 -2.732006  -0.53
85 C -1.453614 5.455357 -7.041717  -0.75
86 C -3.890230 -0.715113 -2.239502  -0.13
87 O -4.580880 5.206797 10.841662  -0.40
88 C 1.372827 -3.630572 -2.716286  0.34
89 H -0.660505 5.517192 -7.784020  0.31
90 H -2.405313 5.771974 -7.466136  0.29
91 C -0.036087 -1.218754 0.995529  -0.44
92 H -2.990744 4.073980 -1.345519  0.39
93 F 5.621690 -1.483586 -2.120095  -0.19
94 H 2.567898 -6.929568 -3.875817  -0.14
95 C 0.448896 -2.560795 0.219105  -0.28
96 F -3.432039 7.138257 11.035143  -0.27
97 H -3.570038 -1.640905 -4.272397  0.47
98 C 3.596185 -2.720266 -3.889562  0.65
99 O 0.117635 4.844849 5.181061  -0.60
100 H -2.172579 -2.086871 1.177339  0.42
101 N -7.860043 -1.188132 -2.232055  1.09
102 H -1.995736 -1.128229 -3.333192  -0.22
103 C 0.885626 5.776412 7.182189  -1.02
104 H -1.201221 6.038845 -6.157536  0.27
105 H 1.748960 -5.255635 -0.189165  0.17
106 H 1.280694 6.696119 7.628767  0.38
107 H 2.004105 0.213009 5.291750  0.30
108 H -4.397381 5.760560 8.163034  0.24
109 H -0.039268 5.527638 7.712515  0.07
110 C 6.245106 -1.208978 -3.357617  0.70
111 Be 6.579027 -4.374371 -7.314003  0.16
112 C -1.906641 4.006092 -1.432536  -0.68
113 S 5.071102 -1.884676 -4.691456  0.90
114 Br 0.318146 -7.874685 -1.071061  -0.08
115 O -2.454217 3.800473 -5.783603  -0.48
116 H -0.532759 1.541734 -6.083568  0.30
117 C -4.243600 6.432191 10.227384  0.77
118 C -0.546477 -2.959954 -0.967246  0.45
119 Be -0.120757 1.573100 4.960814  0.42
120 H -0.468306 0.463639 -3.881967  -0.70
121 F -1.220423 5.952923 11.010249  -0.19
122 H 5.460823 -5.785503 -6.568300  0.14
123 F -0.148405 4.231984 11.763897  -0.27
124 F -2.538337 3.440243 10.664898  -0.26
125 H 0.312255 0.132875 -6.905656  0.35
126 H -1.231576 5.043074 0.325680  0.40
127 H 2.184089 -4.778522 -7.605065  0.34
128 N -1.601870 4.039333 -6.616457  0.90
129 H 0.095429 -5.122591 -1.505862  -0.14
130 H 4.171073 -4.412964 -6.648967  0.37
131 H 4.532076 -6.321613 -4.059941  0.51
132 H 3.152622 -4.893856 2.688829  0.19
133 H -4.524260 4.119410 12.519861  0.41

Forces on atoms 1 to 6 (eV/Å):
-1.5875 -0.4849 -0.5881
-0.6027 1.0651 -1.2698
0.0742 -0.1555 0.0853
0.1817 0.3873 0.1758
-0.1508 1.2188 -1.1673
-0.4423 0.2182 -1.7196

**Multiplicity**: 1
**Frontier orbital gap**: 1.35 eV
**HOMO**: -7.23 eV